C57H48N5O5SSiSnTe | ωB97M-V with the def2-TZVPD basis set

```
119
Properties=species:S:1:pos:R:3:lowdin_charge:R:1
Sn 0.82 0.71 1.49 1.36
C -6.96 0.28 1.83 -0.02
C -5.49 0.25 1.57 -0.20
C -4.77 -0.95 1.60 0.04
C -3.42 -0.93 1.40 -0.03
C -2.55 -2.15 1.59 -0.29
O -1.65 -2.08 2.41 0.13
C -2.81 -3.36 0.79 -0.14
C -2.22 -4.57 1.18 -0.01
C -2.39 -5.70 0.40 -0.07
C -3.13 -5.63 -0.78 -0.07
C -3.71 -4.43 -1.17 -0.07
C -3.55 -3.30 -0.38 -0.03
C -2.72 0.28 1.03 -0.28
O -1.52 0.16 0.71 -0.16
C -3.47 1.52 1.02 -0.02
C -4.82 1.45 1.29 0.05
C -2.82 2.84 0.77 -0.18
N -1.55 2.88 0.66 0.03
C -0.82 4.09 0.38 -0.28
C -0.33 4.03 -1.06 -0.35
Te 0.03 1.98 -1.59 1.79
C -1.86 1.68 -2.44 -0.47
C -2.52 2.63 -3.22 -0.13
C -3.72 2.31 -3.82 -0.08
C -4.28 1.05 -3.64 -0.06
C -3.63 0.10 -2.87 -0.06
C -2.42 0.41 -2.27 -0.14
C -3.71 4.04 0.70 -0.21
C -3.68 4.99 1.71 -0.03
C -4.50 6.10 1.64 -0.06
C -5.34 6.28 0.55 -0.07
C -5.37 5.34 -0.47 -0.06
C -4.56 4.21 -0.39 -0.03
H -7.36 -0.71 2.03 0.08
H -7.50 0.70 0.97 0.10
H -7.19 0.92 2.68 0.10
H -5.28 -1.88 1.82 0.14
H -1.62 -4.59 2.08 0.12
H -1.94 -6.64 0.70 0.11
H -3.25 -6.51 -1.39 0.11
H -4.28 -4.38 -2.09 0.11
H -4.00 -2.36 -0.69 0.10
H -5.40 2.36 1.30 0.13
H 0.04 4.10 1.05 0.12
H -1.37 5.02 0.52 0.11
H 0.58 4.60 -1.24 0.07
H -1.10 4.36 -1.76 0.04
H -2.09 3.61 -3.39 0.10
H -4.22 3.04 -4.44 0.11
H -5.22 0.80 -4.12 0.11
H -4.06 -0.89 -2.74 0.10
H -1.90 -0.33 -1.67 0.06
H -3.03 4.84 2.57 0.13
H -4.48 6.84 2.44 0.11
H -5.98 7.15 0.49 0.11
H -6.02 5.47 -1.32 0.11
H -4.59 3.46 -1.18 0.11
N 2.11 -7.21 4.41 0.11
C 2.14 -5.90 4.00 -0.31
C 3.26 -5.39 3.33 -0.02
C 3.28 -4.08 2.90 -0.05
C 2.17 -3.27 3.12 -0.32
C 1.05 -3.76 3.77 -0.06
C 1.03 -5.07 4.21 -0.02
S 2.20 -1.64 2.55 0.57
O 3.55 -1.18 2.43 -0.27
O 1.35 -0.81 3.42 -0.42
N 1.46 -1.40 1.12 -0.20
C 0.88 -2.24 0.24 -0.47
N 0.95 -3.57 0.42 0.16
C 0.46 -4.34 -0.54 -0.13
C -0.11 -3.83 -1.69 -0.06
C -0.16 -2.45 -1.78 -0.14
N 0.32 -1.64 -0.84 0.12
H 2.98 -7.71 4.46 0.10
H 1.43 -7.48 5.09 0.10
H 4.12 -6.02 3.17 0.11
H 4.15 -3.68 2.39 0.11
H 0.19 -3.11 3.93 0.11
H 0.16 -5.45 4.74 0.11
H 0.53 -5.41 -0.38 0.12
H -0.50 -4.46 -2.48 0.10
H -0.58 -1.96 -2.66 0.11
O 2.32 1.33 0.21 -0.62
Si 3.72 1.28 -0.66 0.48
C 4.80 2.70 -0.10 -0.25
C 5.94 3.09 -0.81 -0.11
C 6.75 4.12 -0.37 -0.08
C 6.44 4.80 0.80 -0.08
C 5.31 4.43 1.53 -0.08
C 4.51 3.39 1.08 -0.09
C 3.17 1.58 -2.44 -0.27
C 3.31 2.84 -3.03 -0.11
C 2.82 3.12 -4.30 -0.08
C 2.18 2.13 -5.03 -0.09
C 2.03 0.86 -4.46 -0.10
C 2.51 0.60 -3.19 -0.17
C 4.64 -0.34 -0.50 -0.21
C 5.91 -0.34 0.09 -0.08
C 6.63 -1.52 0.25 -0.07
C 6.10 -2.72 -0.18 -0.09
C 4.84 -2.75 -0.76 -0.08
C 4.13 -1.57 -0.92 -0.10
H 6.20 2.56 -1.73 0.11
H 7.62 4.41 -0.94 0.10
H 7.07 5.60 1.15 0.10
H 5.07 4.94 2.45 0.10
H 3.63 3.11 1.66 0.09
H 3.81 3.63 -2.47 0.10
H 2.96 4.10 -4.73 0.11
H 1.82 2.33 -6.02 0.11
H 1.53 0.07 -5.02 0.11
H 2.33 -0.38 -2.77 0.08
H 6.34 0.58 0.45 0.10
H 7.61 -1.49 0.71 0.11
H 6.66 -3.64 -0.06 0.10
H 4.41 -3.68 -1.09 0.10
H 3.14 -1.63 -1.36 0.08
```

Multiplicity: 1
ΔE to the lowest compared entry with this formula, charge and spin: 0.00 kcal per mole
Energy: -4020.70588 hartree
Net charge: +1
HOMO (spin up / spin down): -9.9270 / -9.9276 eV